## i
The following is a quantum chemistry calculation of an isolated ion of composition C2H10N6 and charge +2, from the OMol25 dataset.

Structure (XYZ):
```
18
C2H10N6 | the OMol25 dataset | wB97M-V/def2-TZVPD
C 0.338 0.747 0.024
C 2.261 0.062 1.350
N 1.260 -0.194 0.496
N -0.756 0.365 -0.658
N 3.086 -0.758 1.951
N -1.756 1.367 -0.819
N -0.969 -0.788 -1.214
N -2.432 -0.981 -1.474
H 0.350 1.609 0.582
H 2.309 1.057 1.878
H 3.635 -0.540 2.701
H 3.207 -1.814 1.772
H -1.444 2.181 -0.272
H -1.705 1.745 -1.796
H 1.020 -1.086 0.090
H -3.082 -0.158 -1.340
H -2.816 -1.518 -0.807
H -2.506 -1.296 -2.463
```

Lowest unoccupied orbital energy   -8.24 eV
Net charge   +2

Charges per atom according to Löwdin partitioning, unit e: C -0.011; C -0.066; N 0.123; N -0.227; N 0.232; N 0.124; N 0.053; N 0.206; H 0.123; H 0.198; H 0.107; H 0.209; H 0.126; H 0.159; H 0.158; H 0.178; H 0.109; H 0.199

## ii
The following is a quantum chemistry calculation of an isolated ion of composition C2H10N6 and charge +2, from the OMol25 dataset.

Structure (XYZ):
```
18
C2H10N6 | the OMol25 dataset | wB97M-V/def2-TZVPD
C -2.219 -1.702 0.185
N -1.676 -0.679 -0.234
C -1.054 0.435 -0.172
N -1.619 1.580 0.081
N 0.383 0.420 -0.160
N 1.161 1.575 0.133
N 1.105 -0.481 -0.726
N 2.036 -1.144 0.179
H -2.096 -1.973 1.354
H -2.781 -2.316 -0.428
H -2.634 1.663 0.051
H -1.246 2.434 -0.233
H 1.266 2.147 -0.701
H 0.675 2.159 0.814
H 1.716 -0.097 -1.420
H 1.648 -1.698 0.896
H 2.691 -0.400 0.689
H 2.644 -1.923 -0.310
```

Lowest unoccupied orbital energy   -7.87 eV
Net charge   +2
SMILES string   C=NC(=[NH2+])N(N)N[NH3+]

Charges per atom according to Löwdin partitioning, unit e: C 0.159; N 0.144; C -0.295; N 0.253; N -0.181; N 0.132; N -0.009; N 0.213; H 0.181; H 0.092; H 0.171; H 0.125; H 0.120; H 0.114; H 0.158; H 0.143; H 0.232; H 0.248

Most stable: i

## i
The following is a quantum chemistry calculation of a 2-piece molecular cluster, C2H8NOS overall, from the OMol25 dataset.

Structure (XYZ):
```
13
C2H8NOS | the OMol25 dataset | wB97M-V/def2-TZVPD
C -0.251 -1.899 0.130
C -0.858 -0.877 0.974
S -0.239 0.733 0.239
N -1.245 -2.390 -0.787
H 0.256 -2.843 0.604
H 0.553 -1.410 -0.369
H -0.483 -0.932 1.963
H -1.916 -1.110 1.107
H -2.133 -2.174 -0.374
H -1.291 -2.156 -1.833
H 1.945 3.600 -1.242
H 2.262 3.222 0.299
O 2.501 3.182 -0.636
```

Lowest unoccupied orbital energy   3.88 eV
Net charge   -1

Charges per atom according to Löwdin partitioning, unit e: C -0.513; C -0.737; S 0.085; N -0.062; H 0.107; H 0.014; H 0.006; H 0.042; H 0.021; H 0.090; H -0.011; H 0.032; O -0.071

## ii
The following is a quantum chemistry calculation of a 2-piece molecular cluster, C2H8NOS overall, from the OMol25 dataset.

Structure (XYZ):
```
13
C2H8NOS | the OMol25 dataset | wB97M-V/def2-TZVPD
C -1.836 1.053 0.368
S -1.654 0.023 -1.127
H -2.230 0.304 1.176
H -0.924 1.554 0.752
H -2.445 2.024 0.235
N 1.125 -1.739 -0.115
C 1.588 -0.357 -0.013
O 1.416 0.371 -1.170
H 0.734 -1.982 0.818
H 0.318 -1.637 -0.747
H 0.899 0.122 0.751
H 2.619 -0.258 0.319
H 0.389 0.522 -1.246
```

Lowest unoccupied orbital energy   4.24 eV
Net charge   -1

Charges per atom according to Löwdin partitioning, unit e: C -0.703; S 0.193; H 0.011; H -0.020; H 0.007; N -0.032; C -0.466; O -0.176; H 0.061; H -0.011; H 0.089; H 0.091; H -0.044

Most stable: ii